[1]
144
Properties=species:S:1:pos:R:3 method="wB97M-V/def2-TZVPD" e_tot_ev=-78124.87041 multiplicity=1 total_charge=-2
C -2.91 1.75 -4.19
H 2.71 0.67 -0.40
H 0.11 -3.10 -4.33
H 0.22 -0.42 5.51
H 1.22 2.89 1.84
C -4.13 -0.28 4.61
C -0.92 -0.52 3.65
H -4.31 0.56 5.28
H 2.66 1.87 -1.52
O 5.56 0.75 2.03
C 1.28 -0.51 1.35
H 6.00 -0.37 4.42
H -4.85 -0.28 1.16
H -1.92 0.28 -3.04
H -3.87 -1.28 -3.30
C -4.27 3.08 0.82
H -4.94 -1.17 0.06
H -2.48 -2.53 1.13
H -2.93 -0.18 1.21
C -0.81 -1.96 3.19
H -1.48 -2.26 2.39
H -5.42 2.33 1.75
C 0.95 -1.40 -3.59
C 1.70 2.93 3.43
C 2.52 5.30 2.62
H -1.18 -4.91 -1.66
C 2.38 -4.72 -2.79
H 4.99 0.75 5.27
H -3.07 -0.29 -4.21
H 3.10 -3.77 -0.24
H -3.41 0.68 -0.22
H 0.63 4.42 -3.63
O -1.00 2.30 0.00
H -2.24 -3.81 2.22
H -0.90 -3.11 1.31
H -3.25 -1.07 -0.10
H -3.37 1.45 -6.24
H 1.67 2.33 4.34
C 1.24 1.84 2.11
H 0.13 1.10 4.75
O -4.00 1.01 -2.19
H -1.45 0.22 -4.82
H 1.38 -1.60 -0.54
H -4.38 -1.19 5.15
H 3.67 0.52 0.24
O -6.22 0.07 3.33
C -2.06 -4.41 -1.25
C -1.93 -3.46 1.24
H 2.10 2.31 2.63
H 1.87 -4.37 -3.69
C -0.76 -1.48 0.28
H 3.34 -0.45 -2.78
H 6.46 1.33 4.39
H 0.91 -2.61 0.75
H 3.76 2.75 -2.56
O -3.02 -5.51 0.63
C 1.12 -2.83 -4.02
C 3.77 1.93 2.99
C -2.36 -4.56 0.24
O -3.29 2.31 -3.18
C 4.51 -1.00 -0.97
N -0.54 1.00 0.50
H -0.20 0.42 -4.21
C 5.62 0.64 4.38
H 0.84 -0.67 2.33
H 4.71 -1.42 -3.07
H 3.33 -4.18 -2.73
H 1.12 -0.06 3.95
H 2.15 2.31 -0.07
C 1.63 -4.23 -1.56
O 4.49 -2.16 -0.57
C 0.75 -1.61 0.35
H -2.97 -1.75 -1.77
C -3.16 2.30 -5.59
H 5.38 0.82 -0.36
H 3.05 1.50 3.69
H 0.70 3.22 3.11
H -1.00 -2.29 -0.40
H 1.87 -3.01 -4.79
C 3.12 2.85 -1.68
H -4.02 2.97 -5.60
H -3.50 0.65 1.85
H -1.17 -1.79 1.24
C -0.96 -0.21 -1.64
H 1.45 -3.26 -3.07
H -1.06 -2.48 4.12
C -0.29 -0.66 -4.15
O -3.78 1.96 0.79
H 5.09 0.18 -2.64
C 4.67 0.12 0.05
C -3.88 -1.36 -2.21
C -2.76 -0.13 0.13
H -1.22 -0.92 -3.63
H -4.76 0.63 0.41
H -4.71 -2.00 -1.90
C 0.20 0.04 4.52
H 4.02 2.96 3.19
H 2.78 -2.45 -1.08
H 5.15 -0.23 0.96
H 0.42 1.74 2.82
H 1.59 -2.90 0.13
H 2.15 1.54 2.63
H 3.65 3.11 -0.77
H 2.04 3.47 -4.14
H 2.34 -5.80 -2.77
O 1.74 4.70 -1.21
H -2.15 -3.34 -1.41
O -1.95 0.14 3.38
H 3.12 6.10 3.04
H -0.58 -0.99 -5.15
O -3.64 4.10 0.46
C 2.05 3.85 -2.02
H -6.12 -0.08 -0.46
O 0.49 -4.65 -1.39
H 0.19 -2.29 2.89
C -4.33 -0.07 -1.65
C -4.17 -0.19 2.00
C -5.05 -0.15 -0.30
C -2.23 0.40 -4.08
C 1.29 3.60 -3.36
H 0.74 2.66 -3.28
H -3.08 -0.18 4.36
H -0.98 0.78 -2.10
H -3.55 -1.08 1.93
O 1.82 -0.78 -3.03
C -1.24 -0.13 -0.22
C 4.37 -0.60 -2.43
H 2.35 -0.72 1.36
H 1.19 1.31 -1.21
C 1.83 1.30 -0.32
C 2.54 4.16 3.64
H -2.27 2.81 -5.95
C -4.98 -0.11 3.36
C 2.22 -3.28 -0.67
H -2.87 -4.83 -1.85
H 2.98 4.90 1.71
O 3.35 4.19 4.56
C 0.97 0.89 0.86
H 1.53 5.75 2.49
O -5.51 3.18 1.32
H -1.70 -0.88 -2.06
H 0.07 -0.51 -1.87
C 4.99 1.05 3.05
H 3.41 1.85 1.96

---

[2]
150
Properties=species:S:1:pos:R:3 method="wB97M-V/def2-TZVPD" smiles="CC1(C)CCCC(C)(C)N1O.CC1(C)CCCC(C)(C)N1O.CC1(C)CCCC(C)(C)N1O.O=S1(=O)CCCC1.O=S1(=O)CCCC1.O=S1(=O)CCCC1.O=S1(=O)CCCC1" multiplicity=1 e_above_lowest_kj_mol=396.6
H 1.90 23.02 -10.26
C -7.92 20.11 -3.35
O 4.65 21.81 -7.86
H -6.95 19.90 -12.24
H -4.08 14.99 -13.68
H -3.27 12.68 -12.20
N -2.55 18.77 -8.61
C 2.27 25.73 -4.81
C -0.66 15.43 -3.16
C -7.72 21.47 -1.44
O -1.86 18.66 -9.73
H -4.53 21.31 -0.90
H -2.15 15.91 -5.49
H -4.11 20.19 -10.52
H -2.06 13.70 -3.05
H -4.25 14.99 -11.94
H -2.51 18.35 -6.08
C -4.52 20.17 -9.51
H 0.38 19.56 -6.57
O -7.30 12.78 -14.21
H -8.26 19.21 -2.83
O -0.11 13.18 -5.96
H 2.39 22.56 -11.91
S 4.38 21.19 -9.15
H -1.37 17.87 -9.50
H -6.29 14.13 -10.65
C 0.34 24.13 -4.68
H -5.99 10.73 -16.17
H -0.66 24.34 -5.05
H -4.78 10.89 -12.42
C 2.75 24.50 -5.70
C -4.38 20.65 -1.76
H -5.20 9.79 -13.83
H -5.96 19.69 -1.15
C -4.99 22.51 -3.43
H -7.17 15.67 -12.14
H -7.93 21.34 -15.88
H -2.04 20.04 -5.60
H -0.21 18.08 -7.07
H -4.36 19.41 -5.36
H -3.65 19.92 -1.43
H -2.76 15.33 -3.20
C -4.08 19.68 -6.37
H -5.67 18.93 -7.24
H -7.07 22.47 -5.09
H -6.16 24.00 -2.51
S -9.27 19.81 -14.65
H 0.38 19.12 -8.20
C -8.44 18.71 -13.46
H -0.96 21.67 -7.62
C -1.79 19.57 -7.66
C -6.87 15.14 -13.04
H -6.46 10.67 -13.15
C -7.93 21.06 -14.83
N -6.03 13.05 -13.94
H -4.31 20.72 -6.62
H 2.76 19.62 -8.72
H 1.14 14.32 -3.68
H -0.36 15.17 -2.15
C 0.45 15.07 -4.08
H -4.37 17.39 -10.46
C -2.56 19.41 -6.32
S -0.28 14.61 -5.73
H -3.47 23.35 -4.71
H -4.37 16.66 -8.90
H -7.85 21.89 -14.13
H -9.06 18.66 -12.57
H -2.33 13.72 -13.04
O -9.42 19.19 -15.97
C -4.01 18.88 -8.75
H 1.55 25.12 -2.93
H -7.86 14.83 -13.38
H -4.38 11.23 -16.31
C -6.82 20.98 -2.63
H 0.19 23.28 -4.02
H -7.59 13.39 -14.90
H -0.89 16.48 -3.00
C -5.31 11.51 -15.82
H 1.02 15.99 -4.21
C -7.02 19.29 -13.14
H 1.94 26.50 -5.50
H 2.44 20.09 -11.33
O -10.42 20.37 -13.98
H 4.38 23.35 -9.99
O 1.68 22.18 -6.07
C -3.70 12.49 -14.28
H -4.48 24.46 -2.29
N -6.24 21.79 -3.65
C 3.96 22.47 -10.47
H -8.24 20.70 -0.88
H -5.05 23.17 -1.33
C 1.15 25.26 -3.94
H -2.63 21.62 -8.21
H -6.41 19.51 -15.20
H -4.69 22.67 -5.59
H -2.95 22.16 -2.59
C 2.49 22.31 -10.85
H 3.01 26.21 -4.18
H -8.63 22.03 -1.67
H -3.41 12.86 -15.27
H -6.34 18.46 -12.94
C -5.38 10.74 -13.31
H -5.33 12.86 -10.94
C -3.86 21.63 -2.90
C -4.55 17.61 -9.41
H -5.85 20.87 -14.21
C -0.27 19.14 -7.33
H 0.99 20.81 -10.43
H -4.35 21.09 -8.94
H 3.38 23.82 -5.12
O 0.68 24.16 -7.37
H -6.50 15.78 -13.85
H -8.54 17.86 -14.13
C 2.67 20.61 -9.15
H -5.63 17.56 -9.50
C -5.16 23.61 -2.32
C -5.11 11.91 -14.33
O 0.08 15.61 -6.69
H -1.37 21.11 -9.22
H 3.24 24.76 -6.63
H -4.41 17.83 -6.78
H -7.12 22.10 -0.78
H -5.58 20.30 -9.75
C -2.04 14.88 -5.13
C -5.69 19.95 -2.17
H -3.51 20.92 -3.65
C -4.55 23.23 -4.67
C -3.36 13.35 -13.06
H 4.62 22.27 -11.32
H 0.53 26.15 -3.84
H 2.02 21.17 -8.47
H -7.16 12.84 -11.28
C -6.20 13.34 -11.39
C -4.45 14.41 -12.84
H -2.82 14.29 -5.60
C 2.07 20.79 -10.58
H -3.01 11.67 -14.07
H -7.58 19.61 -4.25
H -5.01 24.22 -4.69
O 5.33 20.21 -9.69
C -1.68 21.08 -8.18
C -5.92 13.95 -12.77
O -7.17 22.64 -4.15
H -8.77 20.71 -3.68
H -5.56 18.97 -2.62
C -4.61 18.73 -7.37
C -1.96 14.67 -3.54
S 1.25 23.57 -6.15
H -5.74 12.38 -16.33
C -6.68 20.19 -14.39

---

Question: Look up the multiplicity of the first one.
Answer: 1